Density functional theory data (the ωB97M-V functional and the def2-TZVPD basis) for a 25-piece molecular cluster, C25H100N50O25 overall in a non-equilibrium geometry.

Output
Spin multiplicity: 1
Orbital gap, eV: 8.08
HOMO, Ha: -0.3079
Total charge: 0
M, Da: 1501.400

Geometry as XYZ:
```
200
C25H100N50O25, DFT the ωB97M-V functional and the def2-TZVPD basis
C -2.85 3.95 4.27
O -3.59 4.54 3.54
N -1.59 4.21 4.69
N -3.34 3.12 5.06
H -0.97 3.44 4.89
H -1.15 5.11 4.53
H -2.73 2.53 5.60
H -4.28 2.79 4.88
C 5.36 0.20 5.60
O 6.20 0.91 6.00
N 4.34 -0.26 6.26
N 4.98 0.28 4.36
H 4.41 -0.22 7.27
H 3.54 -0.63 5.76
H 4.16 -0.08 3.90
H 5.69 0.49 3.67
C -4.91 -0.06 3.14
O -4.20 0.00 2.19
N -6.20 0.19 3.18
N -4.49 -0.48 4.32
H -6.67 0.43 4.04
H -6.66 0.33 2.29
H -3.57 -0.86 4.49
H -5.21 -0.45 5.03
C -1.35 -0.20 -5.31
O -1.91 -0.88 -6.15
N -0.14 0.15 -5.31
N -1.89 0.32 -4.24
H 0.39 -0.41 -5.96
H 0.34 0.72 -4.63
H -2.87 0.12 -4.10
H -1.37 0.94 -3.63
C -3.76 5.90 0.01
O -3.25 6.78 -0.70
N -4.86 6.01 0.67
N -3.26 4.67 0.20
H -5.40 6.86 0.63
H -5.27 5.26 1.20
H -2.32 4.47 -0.10
H -3.78 4.00 0.75
C 5.33 3.39 0.41
O 4.57 4.04 -0.38
N 5.72 2.16 0.28
N 5.74 3.93 1.50
H 5.57 1.53 -0.50
H 6.28 1.85 1.06
H 6.38 3.34 2.01
H 5.46 4.87 1.75
C 1.92 2.72 5.60
O 1.10 1.98 6.03
N 2.00 3.24 4.40
N 2.62 3.42 6.42
H 1.34 3.00 3.67
H 2.71 3.93 4.21
H 3.37 4.01 6.09
H 2.50 3.09 7.37
C 1.69 3.11 -2.64
O 0.95 2.27 -3.10
N 2.54 2.82 -1.72
N 1.85 4.32 -3.07
H 3.04 3.60 -1.32
H 2.55 1.88 -1.34
H 1.72 4.37 -4.07
H 2.59 4.87 -2.65
C -5.21 0.36 -4.54
O -4.49 -0.40 -3.92
N -6.32 0.06 -5.15
N -5.02 1.67 -4.46
H -6.58 -0.89 -5.38
H -6.98 0.79 -5.36
H -5.72 2.27 -4.87
H -4.30 2.08 -3.89
C -2.84 1.35 -0.93
O -2.48 2.12 -1.79
N -2.59 1.38 0.32
N -3.57 0.28 -1.12
H -1.81 2.00 0.48
H -2.90 0.65 0.94
H -3.93 0.10 -2.05
H -3.87 -0.42 -0.46
C -2.65 4.61 -4.29
O -2.71 5.45 -5.21
N -3.18 4.83 -3.09
N -2.00 3.47 -4.35
H -3.48 5.77 -2.86
H -3.08 4.24 -2.27
H -1.37 3.40 -5.13
H -1.95 2.99 -3.46
C -6.11 3.19 1.93
O -7.01 2.68 1.27
N -6.29 4.10 2.81
N -4.86 2.95 1.71
H -7.16 4.08 3.32
H -5.41 4.40 3.20
H -4.60 2.09 1.25
H -4.24 3.49 2.30
C 1.97 -6.33 0.72
O 2.76 -5.99 1.59
N 1.13 -5.58 0.07
N 1.87 -7.52 0.27
H 0.46 -5.91 -0.61
H 1.31 -4.59 0.10
H 1.17 -7.72 -0.43
H 2.41 -8.23 0.74
C 3.85 -3.31 -5.68
O 3.43 -2.35 -5.06
N 5.04 -3.88 -5.54
N 3.17 -3.80 -6.63
H 5.53 -4.49 -6.19
H 5.65 -3.60 -4.79
H 3.55 -4.44 -7.31
H 2.20 -3.54 -6.57
C 0.91 -3.23 -2.56
O 1.30 -2.77 -1.43
N 0.01 -2.68 -3.28
N 1.26 -4.45 -2.92
H -0.26 -3.32 -4.01
H -0.31 -1.73 -3.16
H 1.22 -4.65 -3.91
H 1.30 -5.21 -2.25
C -2.77 -2.70 0.75
O -3.78 -2.25 0.24
N -2.25 -2.27 1.84
N -2.03 -3.61 0.22
H -1.65 -2.86 2.40
H -2.50 -1.32 2.06
H -2.35 -3.79 -0.72
H -1.10 -3.76 0.58
C 0.30 4.30 1.42
O -0.73 3.66 1.51
N 0.32 5.58 1.50
N 1.52 3.81 1.34
H 1.24 6.01 1.45
H -0.46 5.91 2.05
H 1.61 2.81 1.45
H 1.96 4.15 0.50
C 5.63 -6.00 -1.10
O 6.17 -6.76 -1.83
N 6.21 -5.18 -0.24
N 4.38 -5.64 -1.25
H 7.20 -5.38 -0.16
H 5.68 -4.40 0.12
H 3.80 -6.32 -1.73
H 4.02 -4.95 -0.61
C 7.57 -1.62 2.02
O 7.08 -1.16 3.00
N 8.84 -1.88 1.77
N 6.85 -2.12 0.96
H 9.48 -1.62 2.50
H 9.03 -2.50 1.00
H 7.37 -2.75 0.38
H 5.86 -1.90 1.01
C -1.10 -0.04 3.87
O -1.67 -0.58 4.77
N 0.11 -0.49 3.50
N -1.44 0.88 3.10
H 0.64 0.08 2.86
H 0.59 -1.09 4.16
H -2.35 1.32 3.16
H -0.84 0.94 2.29
C -3.57 -3.65 -2.77
O -3.11 -4.71 -2.43
N -2.94 -2.53 -3.01
N -4.82 -3.38 -2.93
H -3.54 -1.79 -3.34
H -1.94 -2.52 -3.06
H -5.12 -2.49 -3.29
H -5.45 -4.12 -3.22
C 3.26 -2.62 1.90
O 3.90 -2.80 0.90
N 3.77 -2.23 2.99
N 2.01 -2.74 1.94
H 4.73 -1.93 2.99
H 3.09 -2.19 3.74
H 1.49 -2.86 2.80
H 1.56 -3.06 1.09
C -7.21 -2.55 -0.27
O -8.40 -2.76 -0.44
N -6.62 -1.63 -0.81
N -6.46 -3.17 0.62
H -5.64 -1.60 -0.58
H -7.19 -0.98 -1.34
H -6.90 -3.87 1.21
H -5.48 -2.94 0.70
C 4.63 -0.50 -2.49
O 5.30 0.22 -1.81
N 4.66 -1.83 -2.48
N 3.85 0.08 -3.38
H 4.52 -2.23 -3.39
H 5.51 -2.12 -2.03
H 3.79 1.09 -3.33
H 3.17 -0.39 -3.96
C 0.86 0.21 0.24
O 0.75 1.10 1.08
N -0.11 -0.39 -0.42
N 2.02 -0.24 -0.13
H -1.10 -0.24 -0.27
H 0.14 -1.16 -1.03
H 2.82 0.24 0.28
H 1.97 -1.02 -0.77
```